This record from the Open Molecules 2025 dataset describes a 2-piece molecular cluster, C3H11N3 overall in a non-equilibrium geometry. The level of theory is ωB97M-V/def2-TZVPD.

Cartesian coordinates (Å):
1 H -3.54835 -0.14710 -0.40863
2 N -3.09925 0.77886 -0.70793
3 C -1.99838 0.54775 -1.37179
4 N -1.75533 1.08788 -2.66803
5 H -1.30620 -0.19481 -1.11929
6 H -0.82348 0.89157 -3.18287
7 H -2.38857 1.73119 -3.10135
8 C 1.87015 0.11081 0.29109
9 N 2.19557 -1.01181 1.25873
10 C 0.97220 -1.05100 2.15764
11 H 1.35203 0.89781 0.79406
12 H 2.72047 0.51251 -0.33031
13 H 1.22423 -0.28538 -0.54464
14 H 2.89148 -0.52886 1.83383
15 H 0.23453 -1.76044 1.79644
16 H 0.32105 -0.03332 2.16576
17 H 1.13786 -1.54566 3.13729

Results
Max |F|: 3.9 eV/Å
Total energy: -285.0721 a.u.
Relative energy (zero: lowest compared OMol25 entry of this formula, charge and spin): 277.50 kJ/mol
SMILES: [H]/N=C/N.CNC
Total charge: 0